{
  "formula": "C5H8OS2",
  "method": "ωB97M-V with the def2-TZVPD basis set",
  "smiles": "C[C@@]1(OC=S)C[C@H]1S",
  "relative_energy_kj_mol": 271.6,
  "multiplicity": 1,
  "gap_ev": 9.60,
  "e_homo_ha": -0.331,
  "energy_ev": -29029.8666,
  "species": ["S", "S", "O", "C", "C", "C", "C", "C", "H", "H", "H", "H", "H", "H", "H", "H"],
  "positions_angstrom": [[-1.836269, 1.448805, 0.091380], [2.079167, 1.089136, 0.121500], [1.024343, -1.271978, -0.402389], [-0.935902, 0.055754, -0.582206], [-1.516989, -1.278011, -0.871451], [1.987380, -0.433819, -0.283257], [-0.335587, -1.058011, -0.025153], [-0.528006, -1.359554, 1.450379], [2.746578, -1.017428, -0.703627], [-0.159372, -2.332276, 1.787800], [-0.348107, 0.404714, -1.468141], [-0.858644, 2.413251, 0.224956], [-1.670593, -1.803866, -1.831834], [-2.247990, -1.569827, -0.225520], [0.000733, -0.638562, 1.982403], [-1.569091, -1.445389, 1.917119]],
  "atomic_forces_ev_per_a": [[-0.090, 0.346, 0.512], [-0.060, 1.584, 0.793], [-2.836, -2.541, -0.151], [-0.699, 4.202, -3.658], [0.486, -0.763, -2.237], [0.313, -0.010, -0.754], [1.878, -1.875, 3.518], [-1.454, -1.730, 0.692], [2.283, -0.204, -0.315], [0.542, -0.060, -0.649], [-0.552, -0.297, 0.771], [-0.306, -1.026, -0.181], [0.830, 0.868, 0.307], [-2.219, -0.675, 1.555], [0.872, 1.360, 1.180], [1.011, 0.819, -1.382]],
  "lowdin_charge": [0.747, 0.754, -0.028, -0.660, -0.033, -0.772, -0.539, -0.002, 0.067, 0.090, 0.124, -0.131, 0.137, 0.070, 0.053, 0.122]
}